(1)
C2HClN2S | wB97M-V/def2-TZVPD

Summary:
Gap between HOMO and LUMO (alpha / beta) (eV): 8.15 / 8.15
Total charge: 0
Energy above the lowest of the compared OMol25 structures with the same formula, charge and spin (kJ/mol): 79.5
Spin multiplicity: 1
Lowest unoccupied orbital energy (alpha / beta) (eV): -0.8 / -0.8
Energy (Ha): -1044.626031

Positions of all 7 atoms, in Å:
C -0.5910 0.1402 -0.0186
C 0.7560 0.6151 0.0397
N -0.8650 -1.1127 0.1123
N -0.9563 -2.2329 -0.0305
S 1.0210 2.1938 0.0531
Cl 2.0789 -0.4967 0.0774
H -1.4437 0.8932 -0.2336

Atomic forces in eV per Å
-1.29 2.34 -0.14
-0.42 0.32 0.16
0.13 -2.73 -1.73
-0.22 1.27 1.06
0.40 1.03 -0.09
-0.20 -0.55 0.04
1.60 -1.67 0.70

Löwdin atomic charge list, values in e, 5 entries:
1 C -0.287
2 C -1.297
3 N -0.105
4 N 0.263
5 S 0.659

=====

(2)
C2HClNO2P | wB97M-V/def2-TZVPD

Summary:
Gap between HOMO and LUMO (eV): 7.82
Total charge: 0
Energy above the lowest of the compared OMol25 structures with the same formula, charge and spin (kJ/mol): 182.0
Spin multiplicity: 1
Lowest unoccupied orbital energy (eV): -1.5
Energy (Ha): -1083.529023

Positions of all 8 atoms, in Å:
C -1.1572 -1.2586 -1.3620
C 0.0691 -0.6629 -0.7870
N -2.1984 -1.4528 -1.8047
O 1.2157 -0.6152 -1.0107
O -0.5159 0.4181 0.5454
P 0.7322 1.3354 0.7635
Cl 1.9235 0.3111 1.9455
H -0.0690 1.9249 1.7100

Atomic forces in eV per Å
1.26 0.89 0.67
-1.40 2.02 1.92
0.12 -0.26 0.00
-1.41 -0.65 -0.19
-0.59 -4.75 -4.01
0.68 2.81 -0.97
1.31 -1.12 1.54
0.03 1.06 1.04

Löwdin atomic charge list, values in e, 5 entries:
1 C -0.085
2 C -0.270
3 N 0.216
4 O 0.126
5 O -0.483

=====

Please write out number 1 again, unchanged.
C2HClN2S | wB97M-V/def2-TZVPD

Summary:
Gap between HOMO and LUMO (alpha / beta) (eV): 8.15 / 8.15
Total charge: 0
Energy above the lowest of the compared OMol25 structures with the same formula, charge and spin (kJ/mol): 79.5
Spin multiplicity: 1
Lowest unoccupied orbital energy (alpha / beta) (eV): -0.8 / -0.8
Energy (Ha): -1044.626031

Positions of all 7 atoms, in Å:
C -0.5910 0.1402 -0.0186
C 0.7560 0.6151 0.0397
N -0.8650 -1.1127 0.1123
N -0.9563 -2.2329 -0.0305
S 1.0210 2.1938 0.0531
Cl 2.0789 -0.4967 0.0774
H -1.4437 0.8932 -0.2336

Atomic forces in eV per Å
-1.29 2.34 -0.14
-0.42 0.32 0.16
0.13 -2.73 -1.73
-0.22 1.27 1.06
0.40 1.03 -0.09
-0.20 -0.55 0.04
1.60 -1.67 0.70

Löwdin atomic charge list, values in e, 5 entries:
1 C -0.287
2 C -1.297
3 N -0.105
4 N 0.263
5 S 0.659

=====

Question: What is the spin multiplicity in the first record?
Answer: 1

=====

Question: Look up the total charge of the second one.
Answer: 0